No. 1
Here is 2 unconnected molecules or ions with the total composition C3H6O2Si from the OMol25 dataset. Energies are from wB97M-V/def2-TZVPD.

Values from the calculation:
Gap between HOMO and LUMO = 0.3339 Ha
Total charge = 0
E_HOMO = -8.71 eV
E_LUMO = 0.372 eV

Element x y z (Å)
C  2.474  -0.342  0.093
C  -1.169  0.727  -0.965
C  1.362  -1.079  -0.522
O  1.318  -0.861  0.759
O  -0.170  0.282  -1.503
Si  -1.754  0.074  0.722
H  3.480  -0.725  0.408
H  2.411  0.641  0.035
H  -1.827  1.416  -1.659
H  -1.901  -1.424  0.662
H  -3.188  0.386  0.355
H  -1.036  0.905  1.615

---

No. 2
Here is a single C5H7F molecule from the OMol25 dataset. Energies are from wB97M-V/def2-TZVPD.

Values from the calculation:
SMILES = C=C(C)/C=C/F
Gap between HOMO and LUMO = 0.3641 Ha
Total charge = 0
E_HOMO = -8.86 eV
E_LUMO = 1.046 eV

Element x y z (Å)
C  1.772  -0.056  0.099
C  0.430  -0.294  -0.143
C  -0.161  -0.443  -1.560
C  -0.464  -0.175  1.026
C  -1.411  0.781  1.157
F  -2.178  0.827  2.257
H  2.191  0.166  1.054
H  2.469  -0.131  -0.714
H  -0.834  0.386  -1.792
H  0.677  -0.493  -2.212
H  -0.691  -1.358  -1.500
H  -0.229  -0.791  1.942
H  -1.571  1.582  0.387

---

No. 3
Here is a gas-phase ion, C6H11O6S2 (charge -1) from the OMol25 dataset. Energies are from wB97M-V/def2-TZVPD.

Values from the calculation:
SMILES = C[S@@]1(=O)=CCCC[C@@]([O-])(S(=O)(=O)O)O1
Gap between HOMO and LUMO = 0.3014 Ha
Total charge = -1
E_HOMO = -4.96 eV
E_LUMO = 3.246 eV

Element x y z (Å)
C  0.750  2.189  0.272
S  -0.522  1.456  -0.798
O  -1.475  2.501  -1.079
C  0.215  0.959  -2.247
C  1.113  -0.246  -2.102
C  0.502  -1.458  -1.375
C  0.442  -1.268  0.148
C  -0.938  -0.868  0.652
O  -1.894  -1.667  0.694
S  -0.566  -0.444  2.537
O  0.142  -1.522  3.216
O  -0.052  0.879  2.884
O  -2.120  -0.490  3.041
O  -1.295  0.468  0.241
H  0.547  1.881  1.297
H  1.724  1.858  -0.063
H  0.662  3.264  0.172
H  -0.606  0.779  -2.937
H  2.036  0.036  -1.582
H  1.399  -0.546  -3.115
H  -0.510  -1.637  -1.745
H  1.096  -2.349  -1.602
H  0.681  -2.199  0.667
H  1.154  -0.511  0.484
H  -2.485  -1.061  2.340

---

No. 4
Here is a molecular structure, C55H41EuN9O4PS3 from the OMol25 dataset. Energies are from wB97M-V/def2-TZVPD.

Values from the calculation:
Gap between HOMO and LUMO (spin up / spin down) = 0.1565 / 0.2565 Ha
Total charge = -1
E_HOMO (spin up / spin down) = -2.33 / -5.05 eV
E_LUMO (spin up / spin down) = 1.933 / 1.933 eV
Spin multiplicity = 8

Element x y z (Å)
Eu  -0.810  -0.403  0.079
C  -2.056  3.947  1.902
C  -2.252  2.679  1.379
N  -1.562  1.633  1.825
C  -0.676  1.841  2.812
C  -0.421  3.143  3.255
N  -1.112  4.182  2.814
C  -0.041  0.629  3.338
C  0.693  0.621  4.504
C  1.199  -0.594  5.010
C  0.859  -1.762  4.295
C  0.127  -1.675  3.130
N  -0.300  -0.494  2.631
C  -0.351  -2.875  2.436
C  0.112  -4.173  2.695
N  -0.566  -5.238  2.307
C  -1.670  -5.039  1.586
C  -2.014  -3.772  1.147
N  -1.368  -2.693  1.579
C  2.010  -0.644  6.227
C  2.128  0.457  7.090
C  2.937  0.364  8.209
N  3.608  -0.732  8.554
C  3.486  -1.788  7.751
C  2.729  -1.792  6.593
H  -2.639  4.799  1.573
H  -2.966  2.479  0.587
H  0.378  3.364  3.952
H  0.870  1.550  5.025
H  1.127  -2.735  4.680
H  1.046  -4.360  3.209
H  -2.263  -5.912  1.342
H  -2.837  -3.615  0.463
H  1.580  1.371  6.912
H  3.049  1.215  8.875
H  4.024  -2.679  8.058
H  2.703  -2.682  5.981
S  0.738  4.403  -0.718
C  1.821  3.825  0.517
C  2.792  4.529  1.212
C  3.533  3.853  2.171
C  3.322  2.495  2.408
C  2.359  1.789  1.712
C  1.577  2.459  0.768
N  0.552  1.915  0.036
C  0.010  2.790  -0.799
C  -1.015  2.470  -1.735
C  -1.546  3.478  -2.578
C  -2.467  3.156  -3.545
C  -2.852  1.816  -3.718
C  -2.325  0.824  -2.902
C  -1.447  1.113  -1.864
H  2.956  5.579  1.010
H  4.292  4.385  2.731
H  3.927  1.984  3.147
H  2.205  0.728  1.864
H  -1.202  4.497  -2.459
H  -2.871  3.931  -4.184
H  -3.559  1.551  -4.493
H  -2.637  -0.199  -3.090
O  -5.202  0.523  1.074
C  -5.797  -0.150  0.060
C  -7.177  -0.074  -0.115
C  -7.804  -0.748  -1.146
C  -7.054  -1.504  -2.035
C  -5.684  -1.582  -1.873
C  -5.027  -0.924  -0.827
C  -3.560  -1.090  -0.649
O  -2.954  -0.529  0.304
N  -2.988  -1.900  -1.559
N  -1.726  -2.285  -1.333
C  -1.278  -3.094  -2.353
S  -0.020  -4.269  -2.086
C  -0.285  -5.110  -3.683
C  -0.709  -4.049  -4.675
S  -2.101  -3.162  -3.912
H  -5.880  0.978  1.585
H  -7.758  0.528  0.577
H  -8.878  -0.672  -1.260
H  -7.535  -2.032  -2.847
H  -5.080  -2.159  -2.557
H  -1.068  -5.854  -3.539
H  0.649  -5.600  -3.956
H  -1.039  -4.478  -5.621
H  0.089  -3.328  -4.857
O  2.630  -3.065  0.251
C  2.054  -2.127  -0.270
O  1.152  -1.384  0.283
C  2.370  -1.722  -1.731
P  1.643  -0.054  -1.993
C  1.588  0.077  -3.831
C  0.873  1.146  -4.375
C  0.708  1.272  -5.746
C  1.234  0.312  -6.599
C  1.937  -0.761  -6.072
C  2.119  -0.875  -4.700
C  3.128  0.967  -1.650
C  4.051  0.563  -0.687
C  5.168  1.338  -0.414
C  5.362  2.541  -1.073
C  4.426  2.970  -2.001
C  3.318  2.191  -2.288
H  1.852  -2.426  -2.378
H  3.435  -1.781  -1.950
H  0.421  1.878  -3.716
H  0.155  2.113  -6.145
H  1.086  0.392  -7.669
H  2.346  -1.516  -6.732
H  2.685  -1.714  -4.316
H  3.906  -0.361  -0.142
H  5.886  1.002  0.323
H  6.238  3.143  -0.864
H  4.561  3.918  -2.508
H  2.603  2.533  -3.026

---

Going through the records in order, we get molecular weight values of 102.16; 86.11; 243.28; 1171.13 g mol⁻¹.